119
Properties=species:S:1:pos:R:3:forces:R:3:mulliken_charge:R:1 method="wB97M-V/def2-TZVPD" orbital_gap_ev="4.92 / 7.47" s_squared=2.02 homo_energy_ev="-5.10 / -7.61" total_charge=0 multiplicity=3 e_above_lowest_kj_mol=76.20
H -0.955 4.341 -3.003 -0.22 0.48 -0.48 0.56
H -6.359 -1.533 2.455 -0.40 0.02 -0.02 0.18
H -3.610 0.050 -5.750 -0.15 -0.10 -0.03 0.45
H -2.128 4.520 -0.859 -0.24 0.10 -0.01 0.50
C -0.959 -3.826 -1.461 -0.77 -0.11 0.60 -0.63
H 2.422 1.371 -4.320 0.23 -0.15 -0.36 0.28
C 0.863 -3.059 -3.361 -0.76 0.05 -0.55 -0.55
C 1.712 2.598 3.402 0.32 0.77 -0.29 -0.75
H 1.240 -5.078 -5.208 -0.27 0.05 0.16 0.34
C 4.405 3.010 -1.362 -1.00 -1.90 1.11 -1.43
C -0.257 -2.659 -1.287 0.30 0.07 -0.24 -0.50
O -1.156 -0.488 -0.164 0.25 -0.27 0.32 -0.63
C 3.109 -4.443 0.824 0.97 -0.13 0.38 -1.07
C -4.285 -0.129 2.886 0.83 -1.00 0.31 0.14
C 0.049 -4.174 -3.598 1.04 -0.20 -0.53 0.71
C -1.325 3.817 -0.986 -0.52 0.55 -0.09 -1.34
O -1.071 -2.639 1.137 0.02 0.86 -0.31 -0.92
H 1.192 -1.297 -2.152 -0.32 -0.79 0.00 -0.06
C 0.196 -4.903 -4.921 -0.17 -0.58 0.83 -1.57
H 4.745 -0.210 -0.878 0.46 -0.27 0.89 0.20
C 1.999 -2.284 0.896 0.77 1.49 -0.62 0.30
C 4.255 -0.163 -1.822 -0.31 0.17 -0.58 -0.71
H 2.611 3.614 0.453 0.24 0.40 -1.17 0.17
C 2.417 3.764 1.474 -0.21 0.35 1.66 -0.61
H -5.359 -3.139 0.886 -0.96 0.01 0.40 0.43
C 4.409 -2.555 1.457 0.07 -0.04 -0.05 0.87
C -0.836 -4.558 -2.613 0.14 -0.33 -0.66 -0.81
H -4.570 -2.752 -0.639 -0.46 -0.41 -1.06 0.36
C 3.230 1.894 -3.812 -0.64 0.33 0.89 -1.34
N 1.915 1.354 -1.065 -0.25 -0.02 0.19 1.18
C -4.480 -2.764 0.422 1.46 0.64 -0.03 -1.28
C -1.603 3.067 1.376 -1.40 -0.04 0.73 -1.17
H -4.876 -0.590 0.516 0.15 -0.35 0.08 0.58
H -1.553 -0.836 -2.683 -0.54 0.11 -0.67 -0.02
H -1.619 -1.996 -4.011 -0.09 -0.27 -0.06 0.03
H -1.430 -5.446 -2.733 -0.18 -0.23 -0.11 0.40
H -2.781 -1.377 2.423 0.07 -0.04 0.07 0.12
C -0.636 3.747 -2.178 0.22 -0.03 -0.31 -0.21
C 0.144 0.263 5.697 -0.27 -1.26 0.29 -0.62
C -4.086 -1.310 0.760 -0.40 -1.20 0.71 0.83
Si 3.349 1.468 -1.967 1.27 1.14 -0.97 0.22
C 0.347 -0.710 3.558 -0.02 -0.46 -1.23 -0.34
H -2.270 0.661 -6.727 0.00 0.36 -0.27 0.45
H 0.538 2.500 7.051 0.25 0.23 -0.63 0.33
H -0.209 0.204 6.706 -0.14 0.10 0.49 0.43
H 6.456 -2.537 2.154 0.23 -0.37 -0.11 0.44
H -7.046 -0.377 1.285 0.21 -0.16 -0.30 0.23
N -3.737 -1.167 2.181 -1.39 1.44 -0.34 0.10
H -8.301 0.837 3.007 0.38 0.48 -0.10 0.36
C -0.055 -0.832 4.850 -0.14 0.48 1.25 -1.44
H -0.913 3.404 2.128 0.67 -0.23 0.46 0.08
C 1.123 1.433 3.917 0.81 -0.02 -0.89 0.58
H 3.761 3.858 -1.091 0.36 -0.16 -0.21 0.40
H 3.556 -1.003 -1.903 0.06 0.08 0.05 0.06
H 2.931 -5.505 0.650 0.42 0.26 -0.05 0.42
H 3.063 2.976 -3.891 -0.02 -0.16 -0.10 0.34
N 0.734 -0.197 -5.655 1.95 -0.22 -0.72 -0.72
N 3.341 -0.395 1.429 0.24 1.03 0.31 1.13
C -2.005 -1.040 -3.676 0.08 0.23 -0.34 -1.19
C 0.787 1.386 5.250 -0.86 0.21 0.20 0.70
N 0.913 0.409 3.066 -0.27 -0.51 -0.95 1.05
H -1.392 1.346 -3.088 0.52 0.12 0.76 -0.24
H -2.882 1.591 -3.900 -0.07 0.20 -0.09 0.34
C 5.634 -0.590 2.098 0.62 0.01 -0.16 -0.96
C 1.978 -3.627 0.709 -0.34 -0.86 -0.50 -0.42
C -0.304 -0.094 -5.211 -1.60 0.05 0.84 -0.24
S -3.503 0.520 4.202 0.54 0.31 0.37 -0.40
C 0.836 2.161 -1.227 -0.57 0.27 -0.39 0.51
H 4.212 1.701 -4.224 0.13 -0.26 -0.37 0.39
N 0.062 2.185 -0.120 0.89 -0.70 0.69 1.24
C -6.706 -0.505 2.310 0.90 0.38 -0.37 -0.05
H -1.383 2.229 -4.591 0.30 0.55 -0.56 0.50
H 1.017 2.879 -3.255 0.03 0.04 -0.36 0.46
H 5.018 -0.281 -2.593 -0.04 0.07 -0.05 0.55
H -5.715 1.055 3.224 -0.46 1.46 1.12 0.33
C 0.650 -2.261 -2.267 0.63 1.04 0.68 -0.25
H 1.550 4.600 6.162 0.03 0.25 0.24 0.47
H 1.158 -4.167 0.299 -1.02 0.12 0.12 0.53
C 3.287 -1.738 1.251 -0.64 0.26 0.39 -0.28
C 2.315 4.896 3.566 -0.06 1.00 -0.30 -0.76
H -0.278 -4.327 -5.682 -0.19 0.69 -0.77 0.32
H -0.362 -5.844 -4.924 0.30 -0.05 0.18 0.39
H -2.408 -1.067 -6.505 -0.18 0.20 0.31 0.38
H 4.978 2.655 -0.492 -0.22 0.41 0.17 0.29
H -3.681 -3.491 0.646 -0.05 0.54 0.11 0.10
C -1.816 1.415 -4.058 -1.28 -0.85 -0.13 -1.28
H -2.080 2.118 1.713 0.54 0.50 -0.29 -0.06
C 0.446 2.926 -2.352 0.48 -0.30 1.09 -1.58
C -0.951 3.006 0.053 -0.18 0.07 -0.27 0.68
N -5.517 0.358 2.576 -0.47 -1.50 -1.41 -0.27
C -7.848 -0.124 3.217 0.53 -0.06 0.85 -1.49
H -8.659 -0.804 3.090 -0.53 -0.81 0.04 0.42
C -1.681 0.049 -4.727 -0.07 -0.22 -0.44 2.98
H 1.534 -2.738 -4.137 0.31 0.09 -0.13 0.47
H 5.135 3.269 -2.079 0.66 0.51 -1.03 0.51
C 4.337 -3.927 1.164 -0.84 -0.74 0.10 -1.03
H 6.596 -0.072 2.314 -1.00 -0.47 0.16 0.39
H -3.222 -1.046 0.181 0.32 0.16 -0.31 -0.82
H 4.508 1.252 2.050 -0.38 -0.84 -0.43 0.24
S -0.460 -1.711 0.185 0.84 -0.74 0.20 1.58
H -1.661 -4.195 -0.729 0.06 0.24 0.34 0.46
N 2.040 2.620 2.083 -0.48 -1.13 -0.93 0.90
H 2.390 5.833 4.102 0.06 -0.12 0.30 0.42
C 1.887 3.750 4.183 -0.35 -0.20 0.62 1.49
C 1.474 3.716 5.562 -0.36 -1.01 -0.48 -1.20
C -2.568 -0.094 -6.017 0.61 -0.25 0.81 -1.91
C 4.469 0.158 1.851 0.22 0.49 0.10 -0.22
H -3.096 -1.097 -3.646 0.09 -0.06 0.44 0.57
C 5.582 -1.956 1.931 0.26 1.18 -0.06 -0.94
H 0.146 -1.556 2.881 0.32 0.72 0.17 0.64
N 1.044 -1.298 0.616 -0.85 -0.02 0.02 0.79
H -2.376 3.850 1.414 0.03 -0.35 -0.34 0.48
C 0.907 2.576 6.010 0.17 0.61 2.20 -0.91
H -7.493 -0.161 4.258 -0.38 0.09 -0.19 0.38
H 5.230 -4.523 1.252 0.05 -0.22 0.05 0.45
H -0.567 -1.725 5.202 0.16 0.22 -0.15 0.47
C 2.526 4.946 2.193 0.58 -0.07 -0.17 -1.15
H 2.847 5.926 1.828 -0.18 -0.67 -0.56 0.43
Ti 1.477 0.863 0.928 0.50 -0.84 0.81 -1.16